# 1
3 unconnected molecules or ions with the total composition C14H32B2NO7. Source: OMol25; level of theory: wB97M-V/def2-TZVPD.

```
56
Properties=species:S:1:pos:R:3:lowdin_charge:R:1
C 3.05 -3.92 -3.36 -0.195
O -1.82 -0.33 4.69 -0.193
O 3.37 4.63 -0.28 -0.188
H 1.96 2.41 1.82 0.123
C 3.10 -5.04 -3.80 0.048
H 1.96 6.03 0.35 0.082
N -1.29 -0.86 -2.97 0.103
H -0.90 -0.86 -0.50 0.105
C -0.82 -2.12 -2.32 -0.427
H -0.85 -4.99 -2.91 0.108
C -2.68 0.78 4.88 -0.121
H -3.31 -2.72 -0.88 0.048
H -2.12 1.56 5.41 0.086
H -0.22 -2.48 -0.09 0.110
H -3.03 1.19 3.93 0.083
H -3.54 0.49 5.50 0.084
C -3.22 -3.47 -1.67 -0.008
H -3.42 -1.17 3.66 0.123
H -0.56 1.13 2.92 0.087
C 1.99 3.00 0.90 -0.202
H -2.11 -2.26 4.13 0.123
H -0.92 -0.91 -3.92 0.077
C 2.83 -2.57 -2.80 -0.122
C 3.22 3.89 0.93 -0.202
C -1.68 -1.11 2.39 -0.211
H 2.73 -1.90 -3.66 0.096
H -2.30 -0.86 -3.07 0.057
O 0.35 -2.52 -3.01 -0.014
H -2.06 -1.89 1.73 0.119
H -4.00 -3.32 -2.44 0.062
C -0.31 -1.70 -0.88 -0.159
O -1.48 -4.39 -3.32 0.111
H -0.16 0.86 1.20 0.086
C -0.97 1.09 1.91 -0.108
H 3.67 6.55 0.41 0.084
H 4.11 3.25 1.02 0.125
H 1.45 -3.59 -1.26 0.114
H -0.59 -1.22 2.46 0.133
H 0.99 4.10 -1.18 0.085
H -0.26 2.93 -0.69 0.089
H 2.84 6.38 -1.15 0.087
H -3.35 -4.50 -1.31 0.055
B -1.82 -3.36 -2.45 -0.400
O 1.07 -1.43 -1.13 -0.059
C 2.93 5.97 -0.15 -0.121
O 0.80 3.78 0.87 -0.208
O -2.01 0.14 1.79 -0.193
H 3.71 -2.25 -2.22 0.089
H 3.20 4.56 1.79 0.123
H 2.02 2.31 0.05 0.135
H -0.51 4.66 -0.42 0.086
H 2.98 -6.09 -3.92 -0.008
H -1.38 2.07 1.66 0.087
B 1.41 -2.59 -1.96 -0.766
C 0.24 3.87 -0.43 -0.107
C -2.33 -1.26 3.75 -0.201
```

E_LUMO   2.649 eV
DFT total energy   -1183.7452 a.u.
HOMO   -4.44 eV
Net charge   -1

# 2
2 unconnected molecules or ions with the total composition C14H32BN3O6. Source: OMol25; level of theory: wB97M-V/def2-TZVPD.

```
56
Properties=species:S:1:pos:R:3:lowdin_charge:R:1
C 2.24 -1.54 1.39 -0.134
N 2.49 -1.15 2.78 -0.092
C -0.72 -1.33 -4.34 -0.065
H -3.47 -0.59 -0.22 0.090
C 0.67 1.87 0.27 -0.033
H 3.34 -1.59 3.09 0.108
H 0.08 -0.62 -4.12 0.064
C 1.41 0.87 1.15 -0.290
H 1.85 -1.64 4.70 0.083
O 1.66 0.91 -2.58 -0.022
O -2.15 -1.15 3.23 0.193
H -3.49 1.13 -0.31 0.094
N -2.67 0.35 1.45 -0.081
N -1.91 -0.92 -3.61 0.020
H 0.79 -0.60 3.84 0.069
C -3.13 -0.59 -4.10 -0.552
O 1.27 -0.22 -1.87 -0.147
C 1.45 -0.53 0.55 -0.347
H -0.89 -1.36 -5.41 0.074
H -1.44 1.63 2.61 0.077
H -2.12 2.34 1.11 0.075
H 3.53 0.69 1.55 0.093
H -2.65 0.04 -6.09 0.082
C 2.80 1.47 1.44 -0.215
C -2.31 1.70 1.96 -0.046
O 0.11 -0.94 0.19 0.007
H -1.97 0.24 -0.60 0.060
H 0.84 1.41 -2.64 0.100
O -0.62 -2.65 1.36 0.177
H 3.02 0.21 -0.83 0.135
H -3.16 -1.66 -5.96 0.083
O -4.04 -0.26 -3.34 0.027
H 0.90 0.81 2.11 0.113
H -0.26 1.48 -0.11 0.065
C -0.68 -1.50 1.15 -0.359
H 3.68 2.19 3.27 0.066
H -1.36 -1.28 3.76 0.092
H 1.31 2.24 -0.52 0.074
B -1.86 -0.71 1.97 -0.519
H 1.83 -2.55 1.36 0.128
H -3.14 2.11 2.52 0.084
H 0.86 -2.37 3.47 0.081
H 3.12 2.01 0.55 0.101
H 3.03 3.42 2.28 0.067
H 3.22 -1.62 0.93 0.120
H -0.42 -2.32 -3.99 0.089
C 2.83 2.42 2.64 -0.073
C 2.18 -0.47 -0.83 -0.111
H 2.57 -1.46 -1.02 0.130
C 1.43 -1.48 3.72 -0.106
H -1.85 -0.86 -2.60 0.119
H 0.43 2.73 0.89 0.088
H 1.92 2.42 3.22 0.070
H -4.35 -0.36 -5.83 0.081
C -3.33 -0.65 -5.59 -0.013
C -2.88 0.29 0.00 -0.073
```

E_LUMO   0.581 eV
DFT total energy   -1193.1232 a.u.
HOMO   -8.65 eV
SMILES   CC[C@@H](C)[C@](CNC)(COO)OC(=O)B(O)N(C)C.CNC(C)=O
Net charge   0

# 3
9 unconnected molecules or ions with the total composition C14H32Br10N4O8. Source: OMol25; level of theory: wB97M-V/def2-TZVPD.

```
68
Properties=species:S:1:pos:R:3:lowdin_charge:R:1
N -2.10 3.12 1.79 -0.451
Br -2.89 -4.24 1.49 0.739
Br 2.95 2.31 -2.71 0.560
H 5.23 1.04 1.81 0.050
H 2.47 -0.83 2.86 0.096
C 2.89 -1.84 2.81 0.015
N 1.24 -0.92 -0.11 -0.381
C 1.62 3.75 -3.35 -0.600
H -2.80 -1.40 -0.71 0.043
H 0.32 -0.50 -1.88 0.063
Br -3.71 1.37 -1.62 0.621
H -4.06 -2.14 0.16 -0.018
Br -3.66 2.62 -5.27 0.599
H -1.02 0.09 2.45 0.084
C 0.37 -0.01 -0.91 0.034
O 1.15 -2.33 4.22 0.054
C -3.33 3.17 2.52 0.034
Br -0.05 -0.15 -4.81 0.673
C -1.73 0.71 -4.53 -0.766
H -1.27 2.64 -5.53 -0.008
H -1.86 1.46 -6.66 0.062
H -0.62 -4.21 0.33 0.033
H 4.33 1.04 0.33 0.040
H -1.07 -5.90 0.69 0.069
H -3.04 3.14 3.57 0.108
H -1.84 1.12 -3.53 -0.033
C -1.11 -4.87 1.05 -0.724
O -1.25 3.96 2.02 0.078
O 2.85 -3.67 4.21 0.029
H -0.50 -5.41 3.02 0.076
H 2.05 3.25 -5.38 0.042
H -1.62 0.90 3.92 0.095
N -2.20 -1.02 3.70 -0.403
H -3.96 2.32 2.24 0.102
Br 0.44 5.19 -5.57 0.592
Br 1.64 -5.11 1.59 0.679
Br -4.70 -2.12 -2.31 0.562
H 2.95 4.62 -4.79 0.065
C 1.97 4.15 -4.77 -0.644
H 0.65 3.24 -3.26 0.031
O -2.96 -1.16 2.73 -0.012
H 5.10 -1.27 0.99 0.035
H 5.94 -0.87 -0.43 0.059
C -1.92 1.77 -5.62 -0.666
H -3.72 4.16 2.30 0.117
C -0.22 -4.75 2.20 -0.658
C -1.15 0.00 3.53 0.046
H 0.85 0.95 -1.09 0.056
H -2.53 -0.02 -4.45 0.044
H -5.43 0.07 -0.33 0.052
H 3.93 -1.87 3.12 0.100
C -4.34 0.00 -0.27 -0.594
O -2.35 -1.63 4.78 0.067
C 5.82 -0.54 0.61 -0.694
H -0.14 -3.72 2.56 0.024
C -3.88 -1.40 -0.62 -0.659
O 2.43 -0.66 -0.12 0.054
H -0.26 -0.27 4.10 0.086
Br 6.66 2.14 0.13 0.610
H -0.59 0.08 -0.41 0.079
C 5.33 0.88 0.74 -0.719
O -1.97 2.21 0.97 -0.014
H -3.95 0.33 0.69 0.026
N 2.18 -2.73 3.78 -0.460
H 2.74 -2.20 1.79 0.045
Br 7.56 -0.79 1.48 0.588
O 0.63 -1.89 0.41 0.026
H 1.50 4.60 -2.68 0.066
```

E_LUMO   -0.745 eV
ΔE to the lowest compared entry with this formula, charge and spin   34.9 kcal/mol
DFT total energy   -27113.3097 a.u.
HOMO   -9.92 eV
SMILES   C[N+](=O)[O-].C[N+](=O)[O-].C[N+](=O)[O-].C[N+](=O)[O-].BrCCBr.BrCCBr.BrCCBr.BrCCBr.BrCCBr
Net charge   0

What did the third record say?
9 unconnected molecules or ions with the total composition C14H32Br10N4O8. Source: OMol25; level of theory: wB97M-V/def2-TZVPD.

```
68
Properties=species:S:1:pos:R:3:lowdin_charge:R:1
N -2.10 3.12 1.79 -0.451
Br -2.89 -4.24 1.49 0.739
Br 2.95 2.31 -2.71 0.560
H 5.23 1.04 1.81 0.050
H 2.47 -0.83 2.86 0.096
C 2.89 -1.84 2.81 0.015
N 1.24 -0.92 -0.11 -0.381
C 1.62 3.75 -3.35 -0.600
H -2.80 -1.40 -0.71 0.043
H 0.32 -0.50 -1.88 0.063
Br -3.71 1.37 -1.62 0.621
H -4.06 -2.14 0.16 -0.018
Br -3.66 2.62 -5.27 0.599
H -1.02 0.09 2.45 0.084
C 0.37 -0.01 -0.91 0.034
O 1.15 -2.33 4.22 0.054
C -3.33 3.17 2.52 0.034
Br -0.05 -0.15 -4.81 0.673
C -1.73 0.71 -4.53 -0.766
H -1.27 2.64 -5.53 -0.008
H -1.86 1.46 -6.66 0.062
H -0.62 -4.21 0.33 0.033
H 4.33 1.04 0.33 0.040
H -1.07 -5.90 0.69 0.069
H -3.04 3.14 3.57 0.108
H -1.84 1.12 -3.53 -0.033
C -1.11 -4.87 1.05 -0.724
O -1.25 3.96 2.02 0.078
O 2.85 -3.67 4.21 0.029
H -0.50 -5.41 3.02 0.076
H 2.05 3.25 -5.38 0.042
H -1.62 0.90 3.92 0.095
N -2.20 -1.02 3.70 -0.403
H -3.96 2.32 2.24 0.102
Br 0.44 5.19 -5.57 0.592
Br 1.64 -5.11 1.59 0.679
Br -4.70 -2.12 -2.31 0.562
H 2.95 4.62 -4.79 0.065
C 1.97 4.15 -4.77 -0.644
H 0.65 3.24 -3.26 0.031
O -2.96 -1.16 2.73 -0.012
H 5.10 -1.27 0.99 0.035
H 5.94 -0.87 -0.43 0.059
C -1.92 1.77 -5.62 -0.666
H -3.72 4.16 2.30 0.117
C -0.22 -4.75 2.20 -0.658
C -1.15 0.00 3.53 0.046
H 0.85 0.95 -1.09 0.056
H -2.53 -0.02 -4.45 0.044
H -5.43 0.07 -0.33 0.052
H 3.93 -1.87 3.12 0.100
C -4.34 0.00 -0.27 -0.594
O -2.35 -1.63 4.78 0.067
C 5.82 -0.54 0.61 -0.694
H -0.14 -3.72 2.56 0.024
C -3.88 -1.40 -0.62 -0.659
O 2.43 -0.66 -0.12 0.054
H -0.26 -0.27 4.10 0.086
Br 6.66 2.14 0.13 0.610
H -0.59 0.08 -0.41 0.079
C 5.33 0.88 0.74 -0.719
O -1.97 2.21 0.97 -0.014
H -3.95 0.33 0.69 0.026
N 2.18 -2.73 3.78 -0.460
H 2.74 -2.20 1.79 0.045
Br 7.56 -0.79 1.48 0.588
O 0.63 -1.89 0.41 0.026
H 1.50 4.60 -2.68 0.066
```

E_LUMO   -0.745 eV
ΔE to the lowest compared entry with this formula, charge and spin   34.9 kcal/mol
DFT total energy   -27113.3097 a.u.
HOMO   -9.92 eV
SMILES   C[N+](=O)[O-].C[N+](=O)[O-].C[N+](=O)[O-].C[N+](=O)[O-].BrCCBr.BrCCBr.BrCCBr.BrCCBr.BrCCBr
Net charge   0